Record 1
# C3H10N2O

2 unconnected molecules or ions with the total composition C3H10N2O in a non-equilibrium geometry (ωB97M-V/def2-TZVPD, the Open Molecules 2025 dataset).

The geometry in XYZ format:
```
16
C3H10N2O ωB97M-V/def2-TZVPD
C -2.138 0.285 -1.025
C -1.762 -0.815 -0.008
N -0.447 -0.632 0.588
C 0.678 -1.080 -0.007
N 1.834 -0.613 0.245
H -2.827 0.990 -0.572
H -1.241 0.779 -1.371
H -2.693 -0.176 -1.840
H -1.675 -1.766 -0.543
H -2.500 -0.919 0.786
H -0.293 0.010 1.351
H 0.523 -1.869 -0.752
H 2.542 -1.070 -0.320
H 2.394 2.840 0.023
H 2.071 1.363 0.286
O 1.681 2.258 0.304
```

Total energy = -305.0471 a.u.
HOMO level = -8.98 eV
Orbital gap = 10.03 eV
Energy relative to the best compared isomer or geometry (same formula, charge and spin) = 17.3 kcal per mole
Charge = 0
Largest force on an atom = 1.1 eV/A

***

Record 2
# C8H15N4

A molecular structure, C8H15N4 in a non-equilibrium geometry (ωB97M-V/def2-TZVPD, the Open Molecules 2025 dataset).

The geometry in XYZ format:
```
27
C8H15N4 ωB97M-V/def2-TZVPD
C 0.866 -1.119 1.569
C 1.811 0.199 -0.394
C 1.972 -0.381 0.976
C -2.042 1.622 1.005
C -0.611 2.082 0.850
C 0.573 -0.469 -1.205
C -1.232 1.202 -0.203
C -0.730 -0.211 -0.416
N -0.326 -1.234 1.200
N 2.654 0.995 -0.749
N 0.574 -1.823 -1.585
N -1.846 -1.222 -0.761
H 1.096 -1.767 2.490
H 2.262 0.425 1.820
H 2.902 -0.932 0.928
H -2.322 0.921 1.716
H -2.893 2.274 0.697
H -0.426 3.043 0.548
H 0.242 1.758 1.645
H 0.383 0.164 -2.055
H -1.494 1.683 -1.052
H 2.579 1.412 -1.640
H 1.217 -1.826 -2.381
H 1.006 -2.506 -0.973
H -1.825 -1.985 -1.537
H -2.724 -0.666 -0.759
H -1.664 -1.636 0.267
```

Total energy = -532.4527 a.u.
HOMO level = -12.97 eV
Orbital gap = 10.16 eV
Energy relative to the best compared isomer or geometry (same formula, charge and spin) = 88.1 kcal per mole
Charge = +1
Largest force on an atom = 4.7 eV/A

***

Record 3
# C15H18O

2 unconnected molecules or ions with the total composition C15H18O in a non-equilibrium geometry (ωB97M-V/def2-TZVPD, the Open Molecules 2025 dataset).

The geometry in XYZ format:
```
34
C15H18O ωB97M-V/def2-TZVPD
C -0.381 -2.519 -0.554
C -2.219 -1.155 -1.634
C -1.013 -1.813 -1.725
C -2.824 -0.643 -2.770
C -2.235 -0.717 -4.014
C -0.425 -1.992 -2.989
C -0.962 -1.294 -4.053
H -2.671 -0.822 -0.710
H -3.780 -0.164 -2.579
H -0.739 -2.051 0.359
H 0.708 -2.448 -0.579
H -2.748 -0.384 -4.900
H 0.233 -2.781 -3.339
H -0.488 -1.251 -5.030
H -0.482 -3.606 -0.567
C 0.900 1.618 3.786
C 0.935 0.359 4.627
C 0.981 1.430 2.273
C 0.938 2.631 1.550
C 1.174 0.253 1.575
C 1.183 2.632 0.189
C 1.143 0.242 0.188
C 1.124 1.432 -0.516
O 1.037 1.457 -1.887
H -0.046 2.140 3.954
H 1.675 2.352 4.013
H 1.845 -0.241 4.592
H 0.768 3.561 2.069
H 1.188 -0.659 2.159
H 1.348 3.533 -0.394
H 1.225 -0.650 -0.405
H 1.877 1.444 -2.359
H 0.283 -0.353 4.088
H 0.448 0.458 5.585
```

Total energy = -657.5651 a.u.
HOMO level = -8.60 eV
Orbital gap = 9.44 eV
Energy relative to the best compared isomer or geometry (same formula, charge and spin) = 32.6 kcal per mole
Charge = 0
Largest force on an atom = 2.2 eV/A

***

Record 4
# C5H14N2O

2 unconnected molecules or ions with the total composition C5H14N2O in a non-equilibrium geometry (ωB97M-V/def2-TZVPD, the Open Molecules 2025 dataset).

The geometry in XYZ format:
```
22
C5H14N2O ωB97M-V/def2-TZVPD
N 2.931 0.795 1.509
C 1.643 0.321 0.830
C 0.964 -0.891 1.408
C -0.224 -1.455 0.732
C -0.701 -2.696 0.820
C 0.705 1.552 0.720
N 0.148 1.666 -0.660
H 3.092 1.778 1.272
H 2.723 0.846 2.495
H 2.057 0.073 -0.159
H 0.875 -0.948 2.515
H 1.718 -1.768 1.352
H -0.663 -0.779 0.007
H 0.004 -3.316 1.369
H -1.623 -3.012 0.298
H 1.365 2.508 0.671
H -0.088 1.677 1.461
H 0.633 1.197 -1.419
H -0.777 1.251 -0.712
H -4.243 0.981 -4.610
H -4.112 -0.462 -4.665
O -4.587 0.205 -4.143
```

Total energy = -383.5750 a.u.
HOMO level = -8.96 eV
Orbital gap = 9.72 eV
Energy relative to the best compared isomer or geometry (same formula, charge and spin) = 78.9 kcal per mole
Charge = 0
Largest force on an atom = 4.6 eV/A

***

Record 5
# C3H7I

A single C3H7I molecule in a non-equilibrium geometry (ωB97M-V/def2-TZVPD, the Open Molecules 2025 dataset).

The geometry in XYZ format:
```
11
C3H7I ωB97M-V/def2-TZVPD
C -0.255 1.207 0.064
C -0.344 -1.230 0.102
C 0.396 -0.055 -0.430
I 2.542 0.020 -0.018
H -0.739 1.016 0.968
H 0.412 2.081 0.323
H -0.975 1.738 -0.599
H 0.024 -1.397 1.072
H -0.166 -2.093 -0.450
H -1.406 -1.098 0.409
H 0.511 -0.187 -1.441
```

Total energy = -416.1662 a.u.
HOMO level = -9.34 eV
Orbital gap = 9.92 eV
Energy relative to the best compared isomer or geometry (same formula, charge and spin) = 3.4 kcal per mole
Charge = 0
Largest force on an atom = 3.4 eV/A

***

Record 6
# C6H10O

2 unconnected molecules or ions with the total composition C6H10O (ωB97M-V/def2-TZVPD, the Open Molecules 2025 dataset).

The geometry in XYZ format:
```
17
C6H10O ωB97M-V/def2-TZVPD
O 1.829 -0.827 1.119
C 1.715 -0.662 -0.071
C 0.455 -0.256 -0.807
C -0.915 -0.480 -0.126
C -1.509 0.923 0.161
C -0.404 1.866 -0.238
C 0.620 1.248 -0.818
H 0.549 -2.291 1.866
H 2.617 -0.690 -0.720
H 0.034 -2.829 1.853
H 0.496 -0.697 -1.811
H -0.786 -1.027 0.804
H -1.571 -1.082 -0.766
H -2.430 1.105 -0.408
H -1.790 1.060 1.211
H -0.445 2.934 -0.062
H 1.534 1.706 -1.188
```

Total energy = -309.7867 a.u.
HOMO level = -9.29 eV
Orbital gap = 10.31 eV
Energy relative to the best compared isomer or geometry (same formula, charge and spin) = 34.9 kcal per mole
Charge = 0
Largest force on an atom = 0.6 eV/A

***

Record 7
# C5H7N3

A molecular structure, C5H7N3 in a non-equilibrium geometry (ωB97M-V/def2-TZVPD, the Open Molecules 2025 dataset).

The geometry in XYZ format:
```
15
C5H7N3 ωB97M-V/def2-TZVPD
C 3.185 0.097 0.187
C 1.059 -1.004 -0.168
C -1.688 -0.209 -0.131
C -1.160 1.121 -0.229
C -0.813 2.248 -0.045
H 2.967 0.737 1.396
H 3.576 -1.002 0.320
H 3.726 0.678 -0.625
H 1.537 -1.881 -0.493
H -0.793 -2.018 -0.337
H -2.831 -1.698 0.698
H -0.621 3.336 -0.031
N 1.684 0.167 0.055
N -0.442 -1.176 -0.238
N -2.822 -0.657 0.382
```

Total energy = -358.7621 a.u.
HOMO level = -8.80 eV
Orbital gap = 9.10 eV
Energy relative to the best compared isomer or geometry (same formula, charge and spin) = 160.8 kcal per mole
Charge = 0
Largest force on an atom = 7.2 eV/A

***

Record 8
# C8H12INO3S

2 unconnected molecules or ions with the total composition C8H12INO3S in a non-equilibrium geometry (ωB97M-V/def2-TZVPD, the Open Molecules 2025 dataset).

The geometry in XYZ format:
```
26
C8H12INO3S ωB97M-V/def2-TZVPD
C -0.941 -0.457 0.873
C 0.080 1.730 0.495
C -1.257 0.884 0.138
C 0.229 0.029 -1.214
C 1.159 0.984 -0.441
C 0.007 -0.958 -0.065
C 0.158 3.162 0.027
C -0.570 -3.761 -0.585
N -1.046 0.716 -1.298
O 2.378 -2.243 0.133
O 1.510 -1.083 2.160
O 2.164 0.243 0.148
S 1.581 -1.193 0.734
I -2.390 -3.852 0.327
H -0.516 -0.377 1.795
H -1.717 -1.128 1.014
H 0.440 1.742 1.605
H -2.069 1.452 0.534
H 0.468 -0.425 -2.092
H 1.738 1.621 -0.976
H -0.208 3.387 -1.089
H 1.112 3.462 0.153
H -0.381 3.747 0.768
H 0.301 -3.423 -0.025
H -0.461 -4.434 -1.371
H -1.767 0.175 -1.747
```

Spin multiplicity = 3
Total energy = -1288.1640 a.u.
HOMO level (alpha / beta) = -8.27 / -9.86 eV
Orbital gap (alpha / beta) = 8.63 / 8.19 eV
Charge = 0
Largest force on an atom = 4.6 eV/A

***

Record 9
# C4H5N3

A single C4H5N3 molecule in a non-equilibrium geometry (ωB97M-V/def2-TZVPD, the Open Molecules 2025 dataset).

The geometry in XYZ format:
```
12
C4H5N3 ωB97M-V/def2-TZVPD
N 0.834 -1.868 -0.128
C 0.293 -0.617 0.026
C -0.955 -0.220 -0.411
N -1.597 0.761 0.256
C -0.846 1.712 0.756
N 0.435 1.830 0.358
C 0.911 0.676 -0.089
H 0.267 -2.570 -0.589
H 1.517 -2.249 0.511
H -1.340 -0.577 -1.362
H -1.293 2.455 1.415
H 1.775 0.668 -0.743
```

Total energy = -319.6176 a.u.
HOMO level = -8.58 eV
Orbital gap = 9.05 eV
Energy relative to the best compared isomer or geometry (same formula, charge and spin) = 59.3 kcal per mole
Charge = 0
Largest force on an atom = 1.3 eV/A

***

Record 10
# C3H2OS3

A single C3H2OS3 molecule in a non-equilibrium geometry (ωB97M-V/def2-TZVPD, the Open Molecules 2025 dataset).

The geometry in XYZ format:
```
9
C3H2OS3 ωB97M-V/def2-TZVPD
C -1.219 -0.074 -0.018
C -0.157 -0.192 1.084
C 1.087 0.299 -1.259
H -0.222 -1.185 1.578
H -0.279 0.565 1.821
O -2.350 -0.436 0.172
S 1.522 0.024 0.473
S 2.243 0.411 -2.310
S -0.624 0.587 -1.542
```

Total energy = -1385.3078 a.u.
HOMO level = -9.23 eV
Orbital gap = 8.66 eV
Energy relative to the best compared isomer or geometry (same formula, charge and spin) = 5.5 kcal per mole
Charge = 0
Largest force on an atom = 2.6 eV/A